77
Properties=species:S:1:pos:R:3:forces:R:3 method="wB97M-V/def2-TZVPD" homo_ev=-5.2 energy_ha=-2526.52666 spin_multiplicity=1 gap_ha=0.092 largest_force_ev_per_a=2.389
S -3.4226 -1.7734 -4.4609 0.112 0.538 -2.325
Si 3.3908 -1.9443 3.3440 -0.479 1.142 -0.137
Si 2.5791 0.4472 4.9512 0.044 -0.327 -1.081
F -4.2181 -3.5123 -2.6868 0.595 -0.247 -0.502
F -3.5135 -4.3753 -4.6076 0.177 0.885 1.097
F -2.0616 -3.5900 -3.1338 -1.032 -0.050 -0.404
O -2.4720 -1.7799 -5.5230 0.620 -0.154 0.374
O -4.7693 -1.4904 -4.8336 -0.586 -0.117 1.080
O -0.6582 0.0035 -3.7534 0.050 0.471 0.303
N -5.7470 3.5597 -0.8021 0.121 -0.398 -0.124
N -6.1422 1.4211 0.1559 0.420 0.289 -0.199
N -3.3551 1.0400 -1.8349 0.522 0.147 0.395
N -5.9454 1.7071 -2.2211 -0.143 -0.147 0.029
N 2.7623 -0.3996 3.5166 0.120 -0.301 0.451
C 1.5033 -1.1832 -2.9130 0.101 0.090 -0.189
C 0.4139 0.9432 -3.7603 0.747 -0.387 -0.308
C 3.9425 0.5951 -2.2329 -0.556 0.059 0.081
C -5.4572 2.1259 -0.9325 -0.366 0.649 0.697
C 1.8140 2.1401 4.5651 -0.008 0.095 0.379
C 3.3424 -2.3876 1.4993 0.157 -0.388 0.030
C 1.4141 -0.3836 6.1974 0.023 0.325 0.322
C -2.2206 1.5819 -2.6110 -0.682 0.348 -0.719
C 1.7678 1.0430 -1.0663 0.261 0.497 0.209
C -3.9235 1.8709 -0.7780 -0.451 -0.188 -0.259
C 2.3972 -3.2891 4.2402 0.277 -0.378 -0.163
C -1.9299 0.5554 -3.7306 -0.146 -0.818 0.640
C 1.7466 0.2222 -3.4522 -0.737 0.284 0.486
C 4.2072 0.8001 5.8557 -0.203 0.222 0.349
C -3.6928 -0.1324 -2.1821 -0.336 0.441 -0.316
C -2.8084 -0.6218 -3.2371 0.482 -1.168 0.289
C -3.2918 -3.4488 -3.6651 0.053 -0.300 0.204
C 2.4834 1.0765 -2.4074 0.464 -0.550 0.033
C 5.1980 -2.1146 3.8879 0.028 -0.475 -0.127
H -4.5027 -0.6659 -1.7168 -0.154 -0.148 0.218
H -7.0356 1.8898 0.2657 -0.321 -0.255 -0.084
H 5.6278 -3.0637 3.5422 0.035 0.040 0.037
H 0.7794 -1.1882 -2.1115 -0.253 0.027 0.190
H 3.7434 -3.3916 1.3152 -0.029 0.032 -0.100
H 0.4621 1.4453 -4.7231 -0.100 0.131 -0.244
H -5.5715 3.8402 0.1514 0.002 0.223 0.141
H 2.3111 -2.3584 1.1357 -0.008 0.042 -0.002
H -6.2841 0.7573 -2.1165 0.029 -0.169 -0.184
H 5.7981 -1.3036 3.4719 -0.021 0.055 0.022
H 4.9499 1.1948 5.1603 0.012 -0.037 -0.041
H 0.2920 1.6879 -2.9817 -0.373 0.196 -0.001
H 1.8773 -1.2578 6.6594 -0.008 -0.066 -0.049
H 1.1443 0.3061 7.0074 -0.021 -0.054 0.005
H 1.1444 -1.8380 -3.6953 -0.032 -0.251 -0.144
H -2.5952 2.4945 -3.0604 0.125 0.391 0.107
H -5.6549 1.6231 1.0231 0.039 -0.238 0.176
H 3.9384 -1.6716 0.9271 -0.024 0.039 0.004
H 4.6423 1.3650 -2.5227 0.277 0.100 -0.122
H -6.7829 2.2469 -2.4028 0.016 0.215 -0.176
H 2.4132 -1.5822 -2.4896 0.307 -0.219 -0.025
H 4.1121 -0.2990 -2.8173 0.259 -0.133 -0.248
H 4.0636 1.5401 6.6533 0.058 -0.021 -0.007
H 2.5520 -3.2495 5.3202 -0.051 0.059 0.037
H 4.1329 0.3277 -1.2016 0.138 -0.003 0.260
H -3.6953 1.4399 0.1866 0.097 -0.275 0.201
H 0.8379 2.0157 4.0893 -0.002 -0.023 -0.045
H -2.0655 -1.2157 -2.6851 0.129 -0.269 -0.047
H 2.6971 -4.2912 3.9069 -0.043 0.006 0.048
H 2.4609 2.7033 3.8889 0.004 -0.021 -0.043
H -3.4193 2.8196 -0.8308 0.281 0.254 -0.100
H 4.6119 -0.1010 6.3212 0.042 -0.043 -0.056
H 2.3251 0.1669 -4.3645 0.260 -0.041 -0.221
H 5.2933 -2.0954 4.9753 -0.001 0.082 0.030
H 2.2849 1.7239 -0.4017 0.010 0.166 0.300
H 1.8052 0.0780 -0.5836 0.017 -0.342 0.066
H 1.6758 2.7320 5.4779 -0.030 0.055 -0.064
H 1.3307 -3.1730 4.0377 -0.020 0.056 0.022
H 2.5198 2.1095 -2.7473 -0.133 0.210 -0.190
H -1.4073 1.8002 -1.9366 0.310 -0.094 0.140
H 0.7303 1.3748 -1.1061 -0.172 -0.009 0.005
H -2.2063 0.9334 -4.7081 -0.254 0.177 -0.229
H -5.1629 4.1238 -1.4060 -0.052 0.106 -0.139
H 0.4928 -0.7001 5.7043 0.008 -0.041 -0.041



142
Properties=species:S:1:pos:R:3:forces:R:3 method="wB97M-V/def2-TZVPD" homo_ev=-11.2 energy_ha=-4930.90259 spin_multiplicity=1 charge=+1 gap_ha=0.118 largest_force_ev_per_a=3.612
K -1.5819 -2.2252 -2.9189 -0.467 -0.137 -0.453
P -0.5122 -0.1528 -0.6647 -1.921 -1.594 -0.187
Al 2.4548 -0.2316 0.4071 0.724 -0.272 0.083
O -1.9481 -0.2247 -1.2276 2.461 0.331 1.381
O -4.0039 0.1962 -6.8653 1.688 0.678 1.713
O 0.3014 1.1003 -1.0277 -0.234 -0.558 0.915
O 2.6179 3.2294 4.2331 -1.280 0.218 -0.774
O -3.1130 -4.3084 -1.6914 -0.649 -0.380 1.576
O -4.4063 -5.4385 -0.1326 0.360 0.424 -0.732
O 3.2639 -2.0291 5.1219 -1.913 0.199 1.016
O 2.3266 -5.0965 0.3482 0.452 0.033 0.465
O -3.8090 5.6061 0.4572 -0.161 -0.693 -0.224
O -4.0256 0.8313 2.7712 1.407 0.263 0.850
O 0.6395 3.3784 3.3453 0.434 0.704 -0.286
O -5.3261 2.5095 2.9590 0.824 -0.099 0.264
O 5.6145 -0.9536 -3.1706 0.402 0.219 -0.202
O 4.8709 2.9252 -2.8191 -1.279 -0.102 -0.063
O 3.4037 1.5254 -1.9000 -0.451 0.591 -0.661
O 1.9317 1.5801 2.7992 -0.082 0.681 -0.059
O 3.6805 -4.6046 2.0737 0.040 0.035 -1.120
O -0.2909 -0.2108 0.9291 -0.331 0.483 -2.861
O 3.9052 -1.2360 -1.6971 0.444 -0.081 -0.441
O 2.7100 3.1312 -3.4049 0.441 -0.192 0.390
O -2.4717 -0.7331 -5.4000 -0.504 0.999 -0.284
O 2.3961 -1.4951 3.1115 -0.412 0.265 0.142
O -6.1648 0.5251 2.1659 1.494 1.489 0.431
O -3.4685 3.4746 0.3656 0.507 0.805 -0.876
O 3.3447 -3.0439 0.4617 -0.013 -1.278 0.577
O -3.0816 1.4520 -5.3103 0.337 0.195 0.887
O -3.0710 -3.9547 0.5512 -0.763 0.563 1.020
O 0.3252 -1.3759 -1.1995 -0.239 1.273 0.974
O 1.2334 -1.2251 5.0607 0.165 -0.382 0.011
O 3.7229 -1.6825 -3.8867 0.190 0.213 -0.329
O -1.7858 4.8839 -0.4331 -3.414 -0.650 0.985
C -2.6765 7.7378 0.8817 0.883 -0.868 -0.255
C 1.7464 2.6394 3.3650 0.486 -0.127 1.087
C -2.9269 4.6799 0.0457 1.981 0.372 -0.072
C 1.5872 -4.7281 -0.8234 0.838 0.573 -0.419
C 3.8241 2.5559 4.5487 1.331 -0.615 0.153
C 1.4966 -0.6718 -4.0749 0.498 -0.787 1.293
C 0.0878 -0.6966 4.3832 0.065 0.510 -0.620
C 4.8592 -6.2672 3.4040 -1.143 0.575 1.022
C -6.3835 3.3422 2.5128 -0.979 -0.028 -0.570
C -0.4807 2.9512 2.5643 -0.015 -1.409 -0.093
C -4.1181 -1.0204 -7.6117 -0.534 -0.094 0.391
C -2.2560 3.1393 -3.7993 -0.063 -0.432 0.236
C -2.7467 2.3005 -0.0479 0.477 -0.044 1.019
C -3.6808 6.9617 -0.0087 0.940 0.767 0.601
C 3.1731 -4.1594 0.9045 -1.245 -0.140 0.051
C 3.6108 2.4311 -2.6754 0.895 1.020 0.247
C -7.7228 3.1213 3.2168 0.218 -0.346 -0.591
C -2.4353 1.6297 -4.0003 0.286 0.862 0.574
C -5.1068 -6.2655 -1.0972 -0.352 -0.482 0.728
C 4.4972 -2.4781 4.6002 0.713 0.487 -0.482
C 2.3140 -1.9157 -3.7637 0.470 -1.448 -0.638
C 5.1714 3.8767 -3.8917 -1.405 -0.719 -0.330
C -3.5115 -4.5489 -0.5416 0.488 0.162 -1.161
C 3.6693 -6.0152 2.4474 1.277 -0.255 0.043
C -2.0044 -3.0291 0.5354 1.164 -0.615 -1.054
C 1.3288 3.0490 -2.9908 0.787 0.023 0.630
C 6.5737 -0.7392 -2.1410 0.779 -1.051 1.292
C 4.3889 -1.2790 -2.8132 -0.896 0.135 1.093
C 5.6504 3.0206 -5.0444 1.388 0.158 -0.234
C -6.6357 -6.0300 -0.9049 0.563 -0.153 -0.475
C 3.6319 1.5572 5.6896 -0.717 0.132 -0.253
C 5.4927 -2.8048 5.7129 -0.180 0.418 -0.394
C -3.0931 0.2467 -5.8077 -1.234 -2.123 -1.249
C -3.5600 -0.4452 2.3554 -0.044 -0.002 0.717
C 2.2930 -1.5507 4.3163 0.946 -0.947 -0.104
C -5.2482 1.2408 2.5831 -3.012 -1.355 -0.920
H 2.1616 -2.7452 -4.4572 -0.097 0.448 -0.722
H 0.8020 3.9268 -3.3602 0.110 -0.350 -0.701
H 4.8333 -1.6492 3.9758 0.396 -0.266 -0.215
H -1.7745 7.1343 0.9984 0.151 -0.057 -0.458
H -4.2295 -1.2819 2.5553 -0.657 0.362 -0.662
H 2.0554 -0.0095 -4.7341 -0.328 -0.181 -0.331
H 0.7343 -4.1032 -0.5613 0.152 0.138 0.004
H -4.7164 -0.7638 -8.4847 0.576 0.163 -0.238
H -0.1712 2.3669 1.6976 0.264 0.078 0.043
H -4.8205 -7.2809 -0.8189 -0.453 -0.104 0.412
H -1.0476 2.2797 3.2101 -0.326 0.089 -0.123
H 0.5389 -1.0250 -4.4570 -0.085 0.557 -0.312
H 2.7217 -6.2668 2.9214 0.014 0.157 -0.013
H 5.6816 3.5082 -6.0193 0.302 0.540 0.252
H 1.2929 3.1836 -1.9108 -0.065 -0.527 0.044
H -2.3410 8.6891 0.4699 -0.347 0.017 -0.147
H -1.9500 -2.4571 -0.3907 -0.298 -0.136 0.146
H 4.2917 4.4345 -4.2097 -0.065 0.016 0.496
H 7.1285 0.1961 -2.1846 -0.704 0.255 -0.383
H -7.6238 2.9116 4.2813 0.052 0.589 0.074
H 1.3789 -0.1778 -3.1106 -0.248 0.354 -0.235
H -3.3722 1.5978 -0.5945 -0.102 0.532 -0.268
H 6.6532 2.7375 -4.7216 0.170 -0.361 -0.665
H 5.7879 -5.7208 3.2438 -0.064 -0.248 -0.857
H 4.2196 2.1136 3.6333 -0.180 -0.467 0.084
H 4.5747 -5.9148 4.3977 -0.140 -0.074 0.158
H 4.5311 1.1963 6.1880 0.273 -0.142 -0.666
H 2.2803 -4.2153 -1.4911 -0.232 0.420 0.047
H -2.4590 1.7858 0.8703 -0.072 -0.042 0.116
H -0.3429 -1.3448 3.6191 0.382 -0.454 0.093
H 6.1528 -0.9215 -1.1524 -0.414 0.626 -0.094
H 6.4715 -2.5196 5.3265 0.153 -0.345 0.076
H 3.0809 1.9961 6.5224 -0.252 0.286 -0.236
H -1.9933 -2.3009 1.3443 -0.632 -0.421 0.228
H -6.9828 -6.2836 0.0966 0.455 -0.291 0.073
H -1.5067 1.0696 -3.8906 0.140 0.064 -0.687
H -8.3285 3.9915 2.9633 -0.143 0.065 0.544
H 0.9870 2.0682 -3.3167 -0.637 0.298 0.142
H 4.4034 -3.3854 4.0054 -0.455 0.303 -0.307
H -6.9785 -5.0030 -1.0320 0.459 0.116 -0.362
H 5.0105 -7.3402 3.5163 0.214 0.049 -0.225
H -6.0244 4.3673 2.5978 0.135 -0.135 0.501
H -3.2334 -0.2932 1.3278 0.049 -0.755 -0.027
H 1.2446 -5.5845 -1.4029 0.093 -0.454 0.721
H 0.4000 0.2074 3.8615 -0.223 0.095 0.106
H 3.0236 0.7531 5.2765 0.174 -0.305 0.421
H -3.4319 6.8840 -1.0667 0.468 0.418 0.100
H -1.4249 3.5464 -4.3735 -0.395 0.080 -0.441
H -7.1961 -6.6537 -1.6015 0.070 -0.015 -0.057
H -8.2516 2.2570 2.8146 0.203 -0.055 -0.166
H 5.3573 -2.2240 6.6246 -0.267 -0.088 -0.030
H -4.6405 7.4737 0.0515 -0.281 -0.639 0.143
H -2.7576 -0.6729 3.0580 0.520 0.313 -0.421
H -3.0307 1.2526 -3.1681 -0.628 -0.221 -0.474
H -1.1216 -3.6656 0.6096 0.375 0.423 0.088
H 5.1110 2.1053 -5.2888 -0.462 0.053 0.782
H -2.0298 3.4172 -2.7687 0.084 -0.497 0.204
H 2.0988 -2.4670 -2.8473 -0.048 0.958 0.622
H 4.6035 3.2690 4.8180 -0.557 0.585 0.084
H -2.9363 7.8764 1.9314 -0.894 0.126 -0.226
H -3.1411 -1.4539 -7.8177 -0.149 0.049 -0.202
H -3.2223 3.6103 -3.9790 0.217 0.239 -0.476
H -4.7604 -1.7291 -7.0869 0.338 -0.124 0.371
H 3.8237 -6.6902 1.6061 -0.302 0.490 -0.409
H 7.3311 -1.5245 -2.1694 -0.001 -0.110 -0.676
H -4.6170 -6.2175 -2.0697 -0.672 0.932 -0.268
H -1.1198 3.7509 2.1951 0.485 0.446 0.507
H -1.8068 2.5573 -0.5345 -0.320 0.102 -0.406
H -6.5150 3.2142 1.4371 -0.007 -0.284 -0.059
H 5.8784 4.5695 -3.4395 0.272 -0.232 -0.368
H 5.4551 -3.8753 5.9095 0.174 0.122 0.324
H -0.6936 -0.5007 5.1150 0.373 0.033 0.217